Record 1
{"formula": "C7H2Br4Cl2FeO2", "method": "the ωB97M-V functional and the def2-TZVPD basis", "elements": ["Fe", "Cl", "C", "Cl", "H", "H", "Br", "C", "C", "Br", "C", "Br", "C", "O", "C", "O", "C", "Br"], "xyz": [[0.0000, 1.9326, -0.4953], [0.0000, 2.5481, 1.9610], [0.0001, 4.2707, 1.5306], [0.0000, 4.3991, -0.2618], [0.9063, 4.7348, 1.9008], [-0.9059, 4.7350, 1.9010], [-1.6396, -4.6367, -0.5443], [-0.7246, -3.0174, -0.5436], [0.7245, -3.0174, -0.5436], [1.6395, -4.6367, -0.5443], [1.4316, -1.8382, -0.5448], [3.2970, -1.7418, -0.5456], [0.7274, -0.6141, -0.5439], [1.3181, 0.5380, -0.5460], [-0.7275, -0.6141, -0.5439], [-1.3182, 0.5380, -0.5460], [-1.4317, -1.8383, -0.5448], [-3.2971, -1.7418, -0.5455]], "nbo_charge": [1.486, 0.037, -0.371, 0.010, 0.261, 0.261, 0.213, -0.097, -0.097, 0.213, -0.247, 0.168, 0.386, -0.764, 0.386, -0.764, -0.247, 0.168], "spin_multiplicity": 6, "charge": 1, "largest_force_ha_per_bohr": 0.0049, "gap_ev": [8.1, 6.0], "lumo_energy_ev": [-3.670, -5.866], "energy_ha": -12898.308187}


Record 2
{"formula": "C26H64Cl2N4", "method": "the ωB97M-V functional and the def2-TZVPD basis", "elements": ["Cl", "C", "C", "Cl", "H", "H", "H", "H", "C", "C", "N", "C", "C", "C", "C", "H", "H", "H", "H", "H", "H", "H", "H", "H", "H", "H", "H", "H", "H", "H", "C", "C", "N", "C", "C", "C", "C", "H", "H", "H", "H", "H", "H", "H", "H", "H", "H", "H", "H", "H", "H", "H", "C", "C", "N", "C", "C", "C", "C", "H", "H", "H", "H", "H", "H", "H", "H", "H", "H", "H", "H", "H", "H", "H", "C", "C", "N", "C", "C", "C", "C", "H", "H", "H", "H", "H", "H", "H", "H", "H", "H", "H", "H", "H", "H", "H"], "xyz": [[-0.8107, -1.1297, -1.2902], [-0.0237, -0.0221, -0.2431], [-1.0568, 1.1135, 0.0874], [-0.4065, 2.3604, 1.1137], [0.7895, 0.5431, -0.8008], [0.2967, -0.3944, 0.6969], [-2.0311, 0.7001, 0.6044], [-1.4162, 1.6035, -0.8304], [-0.6063, -1.7895, 4.6652], [0.9189, -1.6414, 4.6963], [1.6052, -2.1970, 3.4589], [2.9476, -1.7483, 3.1877], [3.7186, -1.7086, 4.3564], [1.4736, -3.5338, 3.1234], [1.6128, -3.9008, 1.6777], [-1.2889, -1.0429, 5.6141], [-1.0936, -2.6432, 4.5753], [-0.9889, -1.2513, 3.9567], [1.4994, -2.2004, 5.4945], [1.2537, -0.7101, 4.7713], [2.7244, -0.6450, 2.9988], [3.4989, -2.0702, 2.4217], [3.3751, -1.5461, 5.3726], [4.7255, -1.2065, 4.1648], [4.1487, -2.6495, 4.6610], [0.3440, -3.8960, 3.2261], [2.0220, -4.2613, 3.6604], [2.5801, -4.0090, 1.2875], [1.1401, -3.0359, 1.0525], [1.2294, -4.7914, 1.5090], [5.3434, 1.2461, 0.1153], [4.1795, 0.5284, -0.3954], [4.3851, 0.0261, -1.7895], [3.9244, -1.3150, -2.2132], [2.6934, -1.8312, -1.6617], [3.9619, 1.0745, -2.7977], [4.9714, 1.1702, -3.9768], [5.1663, 1.6841, 1.0497], [5.6275, 1.9793, -0.3809], [6.0450, 0.6809, 0.4205], [3.2128, 0.9808, -0.5435], [3.9032, -0.2583, 0.2921], [4.7572, -1.7604, -1.6777], [4.1281, -1.5876, -3.2549], [2.3758, -1.5638, -0.8226], [2.8658, -2.8740, -1.7718], [2.0064, -1.5818, -2.2232], [4.1485, 2.0873, -2.4180], [2.8030, 1.1696, -3.2876], [4.7808, 0.2549, -4.5974], [6.0918, 1.2633, -3.6009], [4.8348, 2.1225, -4.5654], [-2.4851, 3.3811, -4.5181], [-2.5364, 3.8670, -3.0535], [-1.2158, 4.5472, -2.6993], [-1.2369, 5.5829, -1.8330], [-1.8398, 5.4099, -0.6309], [-0.1027, 3.5720, -2.4891], [1.2725, 4.1405, -2.9621], [-3.2347, 2.8089, -4.7141], [-1.6660, 2.7033, -4.4883], [-2.5593, 4.2729, -5.3509], [-2.6544, 2.9733, -2.5074], [-3.3759, 4.5165, -2.8571], [-1.8310, 6.2548, -2.3343], [-0.4337, 6.2511, -1.7493], [-2.5686, 4.7802, -0.4032], [-2.2301, 6.2761, -0.1271], [-1.0867, 5.1095, 0.1821], [-0.2983, 2.6714, -2.8993], [-0.1749, 3.4931, -1.3657], [1.1435, 4.2007, -3.9664], [2.0202, 3.3821, -2.6054], [1.4977, 5.1592, -2.6105], [-2.5966, -3.7682, 1.6905], [-3.2856, -2.3800, 1.5449], [-4.7138, -2.4997, 0.9302], [-5.5180, -1.5672, 1.3565], [-5.1169, -0.2279, 1.5624], [-4.6004, -2.7471, -0.5076], [-5.9301, -3.3513, -1.0516], [-2.0205, -4.0191, 0.7315], [-3.1596, -4.5788, 2.1314], [-1.7920, -3.4514, 2.2981], [-2.6554, -1.6576, 0.9675], [-3.4509, -2.2298, 2.5336], [-5.6549, -1.9979, 2.3961], [-6.4556, -1.5970, 1.0536], [-3.9974, 0.1534, 1.7580], [-5.6331, 0.1699, 2.3546], [-5.3515, 0.4083, 0.6141], [-3.8006, -3.4573, -0.6478], [-4.3414, -1.7696, -0.9371], [-5.6722, -3.5480, -2.1292], [-6.7062, -2.7017, -1.0166], [-6.3386, -4.3275, -0.8191]], "mulliken_charge": [-0.163, 0.258, 1.047, -0.236, -0.159, 0.091, -0.573, -0.247, -1.829, -0.780, 0.936, -0.425, -1.697, -0.356, -1.601, 0.284, 0.577, 0.605, 0.334, 0.589, 0.086, 0.646, 0.313, 0.354, 0.410, 0.107, 0.205, 0.455, 0.084, 0.693, -2.293, 0.211, 0.261, -0.560, -1.859, -0.120, -1.283, 0.539, 0.634, 0.627, 0.126, 0.035, 0.390, 0.363, 0.443, 0.420, 0.838, 0.294, 0.042, 0.302, 0.246, 0.390, -1.372, -0.375, 0.172, -0.790, -1.272, -0.390, -1.306, 0.581, 0.302, 0.220, 0.102, 0.520, 0.552, 0.373, 0.441, 0.483, 0.181, 0.941, -0.239, 0.470, 0.077, 0.306, -0.745, -0.412, 0.064, -0.784, -0.911, -0.230, -1.416, 0.310, 0.331, -0.155, -0.197, 0.744, 0.313, 0.637, -0.002, 0.473, 0.227, 0.361, 0.225, 0.372, 0.429, 0.337], "spin_multiplicity": 1, "largest_force_ha_per_bohr": 0.1863, "de_lowest_kcal_mol": 326.9, "gap_ev": 8.4, "lumo_energy_ev": 0.616, "energy_ha": -2167.802313}


Record 3
{"formula": "C23H26N4O4S", "method": "the ωB97M-V functional and the def2-TZVPD basis", "elements": ["C", "O", "C", "C", "N", "C", "S", "N", "C", "C", "C", "C", "O", "N", "C", "C", "N", "C", "C", "C", "C", "C", "C", "O", "C", "C", "C", "C", "C", "C", "C", "O", "H", "H", "H", "H", "H", "H", "H", "H", "H", "H", "H", "H", "H", "H", "H", "H", "H", "H", "H", "H", "H", "H", "H", "H", "H", "H"], "xyz": [[6.1728, -6.5056, -1.5745], [6.2656, -6.0648, -0.2400], [5.1512, -5.3560, 0.2238], [5.0673, -3.9205, -0.3298], [3.8632, -3.2580, 0.1369], [3.8913, -2.5999, 1.3358], [5.2269, -2.4881, 2.2903], [2.7422, -1.9951, 1.7456], [1.5610, -2.0242, 1.0512], [0.4175, -1.3842, 1.5248], [-0.7535, -1.4398, 0.7893], [-2.0134, -0.8343, 1.3463], [-2.7968, -1.5134, 1.9838], [-2.1855, 0.4824, 1.1204], [-1.3667, 1.3028, 0.2599], [-2.2035, 1.7631, -0.9475], [-3.4280, 2.4078, -0.5499], [-3.6087, 3.7886, -0.5364], [-4.9094, 4.2733, -0.6834], [-5.1931, 5.6247, -0.7047], [-4.1642, 6.5393, -0.6004], [-2.8612, 6.0898, -0.4665], [-2.5670, 4.7352, -0.4220], [-1.2872, 4.2566, -0.2453], [-0.2231, 5.1726, -0.1864], [-4.2188, 1.5667, 0.3199], [-3.4010, 1.1409, 1.5490], [-0.7974, -2.1441, -0.4158], [0.3330, -2.7738, -0.8885], [1.5233, -2.7175, -0.1644], [2.7258, -3.3894, -0.6632], [2.7711, -4.0173, -1.6983], [6.2420, -5.6789, -2.2890], [7.0132, -7.1797, -1.7290], [5.2344, -7.0447, -1.7475], [4.2198, -5.8868, -0.0280], [5.2602, -5.3153, 1.3113], [5.0156, -3.9449, -1.4198], [5.9387, -3.3494, -0.0054], [2.7910, -1.5212, 2.6385], [0.4474, -0.8546, 2.4655], [-0.4950, 0.7424, -0.0781], [-1.0369, 2.1836, 0.8195], [-1.6185, 2.4302, -1.5756], [-2.4751, 0.8757, -1.5359], [-5.7132, 3.5630, -0.8018], [-6.2134, 5.9577, -0.8175], [-4.3628, 7.5995, -0.6226], [-2.0703, 6.8173, -0.3769], [-0.3074, 5.8378, 0.6792], [0.6771, 4.5669, -0.0855], [-0.1527, 5.7711, -1.1001], [-5.1101, 2.0968, 0.6504], [-4.5227, 0.6687, -0.2320], [-3.9636, 0.4395, 2.1670], [-3.1363, 2.0253, 2.1386], [-1.7231, -2.1954, -0.9674], [0.3282, -3.3223, -1.8176]], "nbo_charge": [-0.250, -0.527, -0.067, -0.263, -0.446, 0.283, -0.195, -0.580, 0.280, -0.263, -0.049, 0.661, -0.611, -0.430, -0.235, -0.214, -0.446, 0.102, -0.222, -0.222, -0.224, -0.294, 0.320, -0.536, -0.250, -0.212, -0.242, -0.238, -0.111, -0.231, 0.680, -0.583, 0.164, 0.195, 0.169, 0.164, 0.203, 0.233, 0.241, 0.432, 0.222, 0.221, 0.211, 0.230, 0.187, 0.213, 0.214, 0.214, 0.216, 0.178, 0.198, 0.180, 0.218, 0.194, 0.249, 0.196, 0.227, 0.243], "spin_multiplicity": 1, "largest_force_ha_per_bohr": 0.0170, "de_lowest_kcal_mol": 35.0, "gap_ev": 7.8, "smiles": "COCCn1c(=S)[nH]c2cc(C(=O)N3CCN(c4ccccc4OC)CC3)ccc2c1=O", "lumo_energy_ev": -0.028, "energy_ha": -1810.244441}


Record 4
{"formula": "C5H8N", "method": "the ωB97M-V functional and the def2-TZVPD basis", "elements": ["C", "N", "C", "C", "C", "C", "H", "H", "H", "H", "H", "H", "H", "H"], "xyz": [[0.6030, 1.0149, -1.8647], [1.4124, 0.4097, -1.1189], [1.3561, -0.7660, -0.1309], [0.2441, -0.9922, 0.8433], [-0.7349, -0.5112, 1.3807], [-2.0813, -0.0712, 1.6941], [0.8756, 1.6489, -2.7842], [-0.4425, 0.8331, -1.6272], [2.4161, 0.5603, -1.2620], [2.2651, -0.7520, 0.4424], [1.4395, -1.6074, -0.8647], [-2.1019, 0.3000, 2.6840], [-2.9317, -0.8066, 1.5990], [-2.3196, 0.7396, 1.0090]], "nbo_charge": [0.118, -0.387, -0.273, -0.121, 0.150, -0.712, 0.264, 0.227, 0.434, 0.258, 0.261, 0.256, 0.273, 0.251], "spin_multiplicity": 1, "charge": 1, "largest_force_ha_per_bohr": 0.0505, "de_lowest_kcal_mol": 82.5, "gap_ev": 8.9, "smiles": "C=[NH+]CC#CC", "lumo_energy_ev": -5.116, "energy_ha": -249.693749}


Record 5
{"formula": "C3H6IN2S", "method": "the ωB97M-V functional and the def2-TZVPD basis", "elements": ["C", "C", "C", "N", "N", "S", "I", "H", "H", "H", "H", "H", "H"], "xyz": [[0.5143, 1.3159, -0.6445], [-0.7894, 1.0356, -0.7295], [-0.0763, -0.7733, 0.6751], [1.2274, 0.7007, 0.3184], [-1.2338, 0.0074, 0.2545], [0.2783, -2.1062, -0.3981], [3.1182, 0.0456, 0.0843], [0.9721, 2.0523, -1.2881], [-1.5433, 1.5039, -1.3262], [0.0672, -0.9089, 1.7359], [-1.6381, 0.4991, 1.0645], [-1.9622, -0.5829, -0.1720], [1.0655, -2.7893, 0.4257]], "nbo_charge": [0.014, -0.216, -0.057, -0.622, -0.557, 0.141, 0.431, 0.261, 0.254, 0.262, 0.454, 0.456, 0.180], "spin_multiplicity": 1, "charge": 1, "largest_force_ha_per_bohr": 0.0680, "de_lowest_kcal_mol": 59.7, "gap_ev": 8.1, "lumo_energy_ev": -4.416, "energy_ha": -922.935545}


Record 6
{"formula": "C30H27HgN4O2S2", "method": "the ωB97M-V functional and the def2-TZVPD basis", "elements": ["Hg", "S", "C", "C", "C", "C", "C", "C", "C", "C", "C", "N", "H", "H", "H", "H", "H", "H", "C", "C", "O", "N", "C", "C", "C", "C", "C", "C", "N", "H", "H", "H", "H", "H", "H", "H", "H", "H", "H", "N", "C", "H", "O", "S", "C", "C", "C", "C", "C", "C", "C", "C", "C", "C", "C", "C", "H", "H", "H", "H", "H", "H", "H", "H", "H", "H"], "xyz": [[-1.9725, 0.3698, 0.6728], [-5.0898, -1.5491, 3.4862], [-5.4529, -2.2430, 1.9564], [-4.6754, -1.7322, 0.9642], [-3.7494, -0.7562, 1.4282], [-3.8450, -0.5702, 2.7788], [-3.0759, 0.4608, 3.4864], [-3.6912, 1.3990, 4.3386], [-2.9553, 2.5329, 4.7214], [-1.7166, 2.7421, 4.1941], [-1.1711, 1.7934, 3.2159], [-1.8188, 0.5401, 3.1153], [-6.2336, -2.9849, 1.8824], [-4.7585, -2.0380, -0.0700], [-4.7110, 1.2485, 4.6628], [-3.3812, 3.2428, 5.4197], [-1.1388, 3.6249, 4.4383], [-0.0878, 1.6520, 3.3099], [-2.1054, -5.0237, 0.6136], [-2.0518, -3.6610, -0.0438], [-1.8215, -2.6579, 0.5931], [-2.3482, -3.6636, -1.3846], [-2.2010, -2.4962, -2.2618], [-0.7551, -2.2366, -2.6489], [-0.2663, -2.6230, -3.8933], [1.0879, -2.4795, -4.1577], [1.9147, -1.9970, -3.1588], [1.3356, -1.6237, -1.9530], [0.0325, -1.7053, -1.7161], [-2.7032, -4.9418, 1.5195], [-1.0936, -5.3010, 0.9106], [-2.5208, -5.7926, -0.0361], [-2.3887, -4.5551, -1.8466], [-2.6042, -1.6308, -1.7337], [-2.7917, -2.6923, -3.1550], [-0.9360, -3.0356, -4.6375], [1.4919, -2.7517, -5.1246], [2.9803, -1.8864, -3.3101], [1.9317, -1.2293, -1.1424], [-0.8981, 3.5468, 1.3542], [-1.2659, 2.4098, 1.6864], [-0.5561, 4.2171, 2.0429], [0.8842, 0.9752, 0.4391], [1.7819, 2.1540, 0.4489], [3.4515, 1.4363, 0.6195], [3.5206, 0.2013, 1.2441], [4.7527, -0.4111, 1.4231], [5.9086, 0.2274, 0.9975], [5.8347, 1.4799, 0.4042], [4.6045, 2.0918, 0.2149], [1.9492, 2.6788, -1.2746], [2.3646, 3.9672, -1.5734], [2.3882, 4.3811, -2.8969], [2.0144, 3.5052, -3.9063], [1.6066, 2.2148, -3.5949], [1.5543, 1.8056, -2.2717], [2.6025, -0.2644, 1.5794], [4.8074, -1.3815, 1.8988], [6.8704, -0.2494, 1.1358], [6.7391, 1.9814, 0.0851], [4.5486, 3.0638, -0.2579], [2.6510, 4.6439, -0.7765], [2.6822, 5.3944, -3.1377], [2.0284, 3.8327, -4.9378], [1.3160, 1.5279, -4.3794], [1.1963, 0.8214, -2.0007]], "nbo_charge": [1.222, 0.401, -0.420, -0.304, -0.367, -0.341, 0.201, -0.231, -0.223, -0.155, -0.235, -0.484, 0.229, 0.215, 0.218, 0.215, 0.203, 0.228, -0.706, 0.689, -0.609, -0.622, -0.253, 0.201, -0.259, -0.172, -0.255, 0.036, -0.418, 0.248, 0.237, 0.203, 0.389, 0.233, 0.204, 0.214, 0.218, 0.222, 0.210, -0.736, 0.020, 0.332, -0.996, 1.275, -0.156, -0.248, -0.202, -0.210, -0.194, -0.252, -0.160, -0.244, -0.211, -0.190, -0.207, -0.230, 0.249, 0.219, 0.216, 0.215, 0.221, 0.220, 0.218, 0.214, 0.217, 0.242], "spin_multiplicity": 2, "largest_force_ha_per_bohr": 0.0253, "de_lowest_kcal_mol": 64.8, "gap_ev": [6.7, 6.4], "lumo_energy_ev": [0.440, -0.496], "energy_ha": -2478.513174}


Record 7
{"formula": "C4H10O3", "method": "the ωB97M-V functional and the def2-TZVPD basis", "elements": ["C", "C", "C", "C", "O", "H", "H", "H", "H", "H", "H", "O", "H", "H", "O", "H", "H"], "xyz": [[0.7584, -1.3508, -0.1413], [1.0897, -0.5490, 0.8726], [0.6399, 0.8524, 0.8716], [1.4297, 1.9436, 0.9024], [-0.7245, 0.9890, 0.8066], [0.0880, -1.0797, -0.9505], [1.1116, -2.3619, -0.3287], [1.9273, -0.8046, 1.5081], [0.9900, 2.8375, 1.3283], [2.4817, 1.8682, 0.7046], [-1.0127, 1.7610, 1.2737], [-1.9183, 1.6575, 3.5621], [-2.8993, 1.6300, 3.5749], [-1.7968, 0.9318, 4.1846], [-0.2603, -3.0923, -6.2214], [-1.0741, -2.6571, -5.9726], [-0.2415, -3.8430, -5.6018]], "nbo_charge": [-0.320, -0.260, 0.302, -0.535, -0.695, 0.196, 0.193, 0.218, 0.199, 0.208, 0.493, -0.934, 0.467, 0.469, -0.930, 0.465, 0.465], "spin_multiplicity": 1, "largest_force_ha_per_bohr": 0.0412, "de_lowest_kcal_mol": 62.5, "gap_ev": 9.1, "smiles": "C=CC(=C)O.O.O", "lumo_energy_ev": 0.640, "energy_ha": -384.049989}